Molecular formula: C72H203N13O23
Method: DFT, the ωB97M-V functional and the def2-TZVPD basis

Geometry as ORCA input:
```
! wB97M-V def2-TZVPD RIJCOSX def2/J DEFGRID3
* xyz 0 1
C 1.178 -5.269 3.356
C 2.071 -4.802 4.478
C 1.364 -4.537 5.819
O 2.402 -4.034 6.674
C 1.934 -3.862 8.033
N 3.064 -5.784 4.702
H 1.786 -5.383 2.458
H 0.417 -4.568 3.013
H 0.689 -6.205 3.626
H 2.645 -3.915 4.208
H 0.924 -5.441 6.242
H 0.636 -3.754 5.609
H 1.042 -3.260 7.861
H 2.660 -3.289 8.610
H 1.663 -4.744 8.614
H 3.535 -5.407 5.512
H 2.668 -6.629 5.089
C 4.281 4.652 0.421
C 4.477 5.740 -0.662
C 5.066 5.223 -1.990
O 6.220 4.470 -1.749
C 6.861 3.973 -2.913
N 3.223 6.429 -0.820
H 5.079 3.911 0.444
H 3.403 4.015 0.313
H 4.220 5.084 1.420
H 5.212 6.495 -0.384
H 5.240 6.064 -2.661
H 4.256 4.601 -2.373
H 7.727 3.362 -2.661
H 7.278 4.734 -3.573
H 6.151 3.406 -3.515
H 2.471 5.774 -0.978
H 2.917 6.778 0.077
C 1.470 -0.861 -10.024
C 0.141 -1.499 -10.420
C -0.732 -1.851 -9.228
O 0.020 -2.907 -8.551
C -0.657 -3.338 -7.376
N -0.477 -0.559 -11.338
H 1.420 0.162 -9.652
H 2.142 -0.753 -10.876
H 2.027 -1.341 -9.218
H 0.357 -2.349 -11.067
H -1.654 -2.318 -9.573
H -0.913 -1.027 -8.538
H -1.634 -3.772 -7.588
H -0.855 -2.527 -6.676
H -0.002 -4.063 -6.892
H 0.046 -0.685 -12.193
H -1.404 -0.844 -11.619
C 1.056 6.991 3.830
C 1.734 6.476 2.545
C 0.778 5.679 1.652
O 0.235 4.598 2.395
C -0.834 3.980 1.806
N 2.292 7.577 1.795
H 0.836 6.134 4.467
H 0.126 7.518 3.616
H 1.708 7.632 4.422
H 2.557 5.803 2.785
H 1.249 5.366 0.720
H 0.018 6.390 1.331
H -0.549 3.228 1.070
H -1.527 4.681 1.341
H -1.368 3.419 2.573
H 1.629 8.298 1.552
H 2.833 8.125 2.449
C -6.158 1.067 5.591
C -5.502 0.669 6.909
C -4.456 1.716 7.399
O -3.466 1.920 6.405
C -2.390 2.688 6.959
N -6.533 0.472 7.909
H -6.732 0.221 5.214
H -5.409 1.310 4.838
H -6.733 1.988 5.682
H -4.909 -0.233 6.759
H -4.083 1.368 8.362
H -5.003 2.651 7.528
H -1.979 2.370 7.918
H -2.751 3.712 7.059
H -1.536 2.664 6.281
H -7.193 -0.227 7.601
H -6.094 0.046 8.713
C -0.750 7.323 -1.709
C 0.249 7.078 -2.858
C 0.500 5.610 -3.134
O 0.866 4.961 -1.908
C 0.893 3.549 -1.994
N -0.310 7.856 -4.004
H -0.399 6.729 -0.865
H -1.738 6.950 -1.980
H -0.802 8.380 -1.450
H 1.208 7.526 -2.596
H 1.233 5.510 -3.934
H -0.377 5.075 -3.500
H -0.005 3.112 -2.431
H 1.176 3.141 -1.024
H 1.719 3.226 -2.628
H -0.984 8.494 -3.605
H -0.740 7.218 -4.658
C 1.606 5.234 10.777
C 2.220 5.232 9.398
C 1.272 4.528 8.435
O 1.856 4.402 7.090
C 1.220 3.526 6.209
N 2.464 6.566 8.971
H 0.681 5.810 10.761
H 2.329 5.665 11.469
H 1.372 4.254 11.193
H 3.184 4.726 9.444
H 0.404 5.154 8.231
H 0.954 3.549 8.791
H 1.753 3.495 5.258
H 0.260 3.946 5.910
H 1.042 2.555 6.671
H 3.199 6.898 9.579
H 2.929 6.619 8.076
C -0.189 -0.364 2.031
C 0.439 -0.236 0.651
C -0.712 0.173 -0.402
O -1.789 -0.761 -0.551
C -1.400 -2.072 -0.995
N 1.419 0.857 0.781
H 0.512 -0.650 2.816
H -0.961 -1.129 2.119
H -0.830 0.429 2.416
H 0.995 -1.140 0.405
H -0.312 0.335 -1.403
H -1.238 1.099 -0.172
H -0.714 -2.499 -0.264
H -0.811 -2.004 -1.909
H -2.251 -2.746 -1.099
H 0.964 1.586 1.312
H 2.164 0.657 1.433
C -2.912 3.572 -1.885
C -2.927 2.840 -3.258
C -3.160 1.246 -3.155
O -2.770 0.736 -4.365
C -2.928 -0.676 -4.573
N -3.940 3.343 -4.121
H -2.022 3.417 -1.274
H -3.824 3.297 -1.355
H -3.008 4.636 -2.105
H -1.992 2.987 -3.797
H -4.198 1.011 -2.919
H -2.445 0.886 -2.415
H -2.501 -1.366 -3.844
H -2.567 -0.964 -5.560
H -3.965 -0.992 -4.468
H -4.715 3.261 -3.479
H -4.060 2.612 -4.806
C 1.526 -0.342 6.007
C 2.634 -0.967 5.093
C 3.408 0.161 4.454
O 2.655 1.134 3.732
C 3.383 2.292 3.522
N 3.598 -1.816 5.784
H 0.806 0.175 5.372
H 1.867 0.404 6.725
H 0.981 -1.121 6.540
H 2.113 -1.589 4.365
H 4.121 -0.253 3.742
H 4.005 0.589 5.260
H 4.298 1.991 3.013
H 3.686 2.789 4.443
H 2.764 2.978 2.943
H 3.217 -2.682 6.138
H 4.196 -2.251 5.096
C -8.103 4.289 -1.300
C -6.889 3.324 -1.307
C -7.125 1.953 -0.725
O -7.543 2.011 0.667
C -7.959 0.718 1.063
N -6.353 3.235 -2.627
H -7.819 5.206 -1.816
H -8.438 4.480 -0.281
H -9.000 3.855 -1.743
H -6.100 3.850 -0.770
H -6.183 1.413 -0.821
H -7.827 1.413 -1.360
H -8.899 0.596 0.525
H -8.186 0.739 2.129
H -7.296 -0.100 0.778
H -7.092 2.869 -3.211
H -6.369 4.180 -2.984
C 8.727 -2.313 0.311
C 9.291 -1.180 -0.569
C 8.890 0.251 -0.257
O 7.526 0.360 0.035
C 7.072 1.746 0.237
N 10.748 -1.416 -0.622
H 7.657 -2.511 0.249
H 9.025 -2.290 1.360
H 9.231 -3.236 0.026
H 8.869 -1.348 -1.559
H 9.235 0.899 -1.063
H 9.345 0.419 0.719
H 7.850 2.314 0.747
H 6.137 1.742 0.797
H 6.923 2.163 -0.759
H 10.960 -1.502 0.362
H 10.962 -2.382 -0.826
C -3.986 -5.351 -9.043
C -4.754 -6.344 -8.173
C -4.657 -5.878 -6.687
O -3.285 -5.950 -6.229
C -3.075 -5.605 -4.852
N -6.171 -6.276 -8.515
H -4.034 -5.510 -10.121
H -2.934 -5.188 -8.808
H -4.414 -4.356 -8.919
H -4.364 -7.353 -8.302
H -5.296 -6.532 -6.092
H -5.036 -4.858 -6.628
H -2.085 -5.865 -4.476
H -3.764 -6.183 -4.236
H -2.999 -4.538 -4.643
H -6.441 -5.329 -8.292
H -6.217 -6.258 -9.524
C 3.728 -2.264 -5.704
C 3.300 -2.887 -6.995
O 3.028 -4.262 -6.816
H 2.876 -2.057 -5.056
H 4.264 -1.341 -5.925
H 4.365 -2.865 -5.055
H 4.023 -2.715 -7.792
H 2.403 -2.333 -7.273
H 2.384 -4.413 -6.121
C 4.557 -0.050 -2.820
C 3.784 0.038 -1.488
O 2.373 0.128 -1.686
H 4.124 -0.871 -3.392
H 5.636 -0.160 -2.710
H 4.366 0.902 -3.316
H 4.138 0.910 -0.937
H 3.990 -0.711 -0.724
H 1.994 0.325 -0.827
C -2.794 -1.488 5.150
C -3.243 -2.932 4.912
O -3.151 -3.283 3.567
H -1.896 -1.317 4.557
H -2.432 -1.231 6.146
H -3.569 -0.839 4.742
H -4.258 -2.985 5.307
H -2.606 -3.646 5.433
H -3.276 -2.482 3.053
C 4.643 -3.183 1.427
C 5.664 -3.334 2.572
O 5.033 -3.596 3.797
H 5.290 -3.046 0.560
H 3.998 -2.306 1.480
H 4.003 -4.034 1.196
H 6.174 -2.407 2.832
H 6.408 -4.083 2.298
H 4.674 -4.485 3.745
C -4.565 -5.793 1.554
C -3.872 -6.482 2.779
O -2.579 -5.934 3.022
H -4.540 -4.703 1.553
H -5.619 -6.066 1.506
H -4.120 -6.050 0.592
H -3.760 -7.565 2.757
H -4.317 -6.196 3.733
H -2.759 -5.030 3.289
C 0.522 0.074 -6.051
C 0.955 0.448 -4.638
O 0.972 -0.722 -3.843
H 0.729 0.921 -6.705
H -0.526 -0.207 -6.157
H 1.181 -0.721 -6.401
H 0.263 1.109 -4.116
H 1.909 0.973 -4.677
H 1.526 -0.460 -3.103
C 2.570 -3.623 -2.486
C 1.498 -4.443 -3.268
O 1.111 -3.695 -4.384
H 2.723 -4.143 -1.540
H 2.162 -2.642 -2.244
H 3.510 -3.546 -3.033
H 0.581 -4.484 -2.680
H 1.900 -5.430 -3.495
H 1.226 -2.782 -4.111
C -3.671 1.242 2.219
C -4.329 -0.130 1.937
O -3.381 -1.151 1.819
H -4.433 2.019 2.268
H -2.984 1.478 1.407
H -3.222 1.244 3.212
H -4.872 0.030 1.006
H -5.028 -0.358 2.742
H -3.024 -1.189 0.929
C -5.191 -3.098 -1.125
C -4.662 -4.030 -2.214
O -5.637 -4.094 -3.271
H -5.176 -2.067 -1.479
H -4.523 -3.075 -0.264
H -6.211 -3.331 -0.818
H -4.527 -5.057 -1.874
H -3.755 -3.640 -2.675
H -6.092 -4.923 -3.103
C -0.865 -6.441 -0.867
C -0.345 -5.322 0.078
O -1.420 -4.664 0.787
H 0.017 -7.008 -1.164
H -1.332 -6.050 -1.771
H -1.622 -7.088 -0.423
H 0.177 -4.553 -0.492
H 0.346 -5.790 0.779
H -1.666 -5.196 1.547
*
```

Calculated values
**Electronic energy**: -144407.8771 eV
**Relative energy (zero: lowest compared OMol25 entry of this formula, charge and spin)**: 3.525 eV
**F_max**: 3.0 eV/A

Molecular formula: C5H9N2P
Method: DFT, the ωB97M-V functional and the def2-TZVPD basis

Geometry as ORCA input:
```
! wB97M-V def2-TZVPD RIJCOSX def2/J DEFGRID3
* xyz 0 1
C -0.068 -0.666 0.191
C 1.735 -0.802 -1.344
C -0.377 0.663 0.215
C -0.651 -1.668 1.293
C -0.224 1.893 -0.656
N 0.762 -1.360 -0.633
N 2.787 -0.394 -0.315
P 2.893 0.160 1.057
H 2.237 -1.468 -1.966
H 1.441 0.145 -1.827
H -1.004 0.912 1.145
H -0.095 -1.476 2.267
H -0.501 -2.694 0.911
H -1.723 -1.353 1.426
H -1.085 2.562 -0.442
H 0.021 1.607 -1.722
H 0.767 2.524 -0.280
*
```

Calculated values
**Electronic energy**: -17595.3627 eV
**Relative energy (zero: lowest compared OMol25 entry of this formula, charge and spin)**: 3.718 eV
**F_max**: 3.6 eV/A

Molecular formula: C4H5NO2
Method: DFT, the ωB97M-V functional and the def2-TZVPD basis

Geometry as ORCA input:
```
! wB97M-V def2-TZVPD RIJCOSX def2/J DEFGRID3
* xyz 0 1
O -2.663 0.894 -0.062
C -1.791 0.058 0.018
C -0.449 0.204 -0.653
C 0.655 0.888 0.234
N 1.858 0.509 -0.061
C 1.313 -0.789 0.037
O 0.200 -1.049 -0.811
H -1.891 -0.867 0.626
H -0.539 0.769 -1.596
H 0.508 1.702 0.927
H 0.742 -0.771 1.142
H 2.057 -1.549 0.198
*
```

Calculated values
**Electronic energy**: -9809.2511 eV
**Relative energy (zero: lowest compared OMol25 entry of this formula, charge and spin)**: 5.064 eV
**F_max**: 5.3 eV/A

Molecular formula: C5H7NO
Method: DFT, the ωB97M-V functional and the def2-TZVPD basis

Geometry as ORCA input:
```
! wB97M-V def2-TZVPD RIJCOSX def2/J DEFGRID3
* xyz 0 1
C -0.100 -0.888 1.550
C 0.383 -0.012 0.473
C 1.602 0.557 0.297
O 1.656 1.261 -0.854
C 0.452 1.131 -1.476
C -0.356 0.370 -0.700
N -1.715 0.057 -0.782
H 0.665 -1.124 2.288
H -0.498 -1.935 1.002
H -1.020 -0.544 2.031
H 2.495 0.568 0.904
H 0.335 1.646 -2.413
H -2.003 -0.825 -0.414
H -1.919 -0.290 -1.876
*
```

Calculated values
**Electronic energy**: -8834.4720 eV
**Relative energy (zero: lowest compared OMol25 entry of this formula, charge and spin)**: 1.731 eV
**F_max**: 6.0 eV/A